No. 1
This record from the OMol25 dataset describes the molecule C20H16N4O4 in a non-equilibrium geometry. The level of theory is wB97M-V/def2-TZVPD.

Atoms and positions in Å:
O: 0.46697 3.98354 1.65509
C: 1.28255 3.10689 1.70040
C: 1.78002 2.43067 2.96428
C: 1.98719 0.93182 2.74709
C: 0.77870 0.34627 2.08003
N: -0.10436 1.14197 1.60855
C: -1.19377 0.62588 0.95299
C: -2.13553 1.50580 0.41329
C: -3.21128 1.00622 -0.28439
C: -3.38078 -0.36856 -0.44418
C: -2.47009 -1.24833 0.09461
C: -1.36380 -0.76258 0.79384
C: -0.36810 -1.67161 1.34756
O: -0.38202 -2.88293 1.30218
N: 0.68758 -1.01100 1.97867
O: 2.00685 2.69667 0.63290
C: 1.56614 3.12184 -0.64617
C: 0.78072 2.03770 -1.29773
N: -0.27832 2.15205 -2.02827
N: -0.64134 0.91199 -2.39805
C: 0.21302 0.08657 -1.87065
C: 0.21310 -1.35396 -1.96176
C: -0.84460 -1.99768 -2.60266
C: -0.87142 -3.37675 -2.65571
C: 0.14792 -4.11795 -2.07709
C: 1.20497 -3.47909 -1.45058
C: 1.24199 -2.09977 -1.39044
O: 1.15918 0.74922 -1.15894
H: 1.03671 2.61118 3.73991
H: 2.71980 2.90095 3.25860
H: 2.17406 0.42895 3.69871
H: 2.85142 0.76746 2.09779
H: -1.98132 2.56498 0.54459
H: -3.92821 1.68655 -0.71746
H: -4.22998 -0.74213 -0.99572
H: -2.57520 -2.31713 -0.01443
H: 1.41020 -1.60334 2.37088
H: 0.93599 4.01301 -0.55921
H: 2.46144 3.34683 -1.23549
H: -1.62749 -1.39630 -3.03601
H: -1.69286 -3.87942 -3.14388
H: 0.11705 -5.19648 -2.11136
H: 1.99641 -4.05866 -1.00030
H: 2.06052 -1.59135 -0.90149

- ΔE to the lowest compared entry with this formula, charge and spin (eV) = 0.000
- structure (SMILES) = O=C(CCc1nc2ccccc2c(=O)[nH]1)OCc1nnc(-c2ccccc2)o1
- E_HOMO (eV) = -8.744
- Kohn-Sham gap (eV) = 9.12

These are the Löwdin partial charges, in e, on atoms 1 to 4: O 0.107; C -0.523; C -0.071; C -0.093

=====

No. 2
This record from the OMol25 dataset describes a structure of composition C20H16N6OS2V. The level of theory is wB97M-V/def2-TZVPD.

Atoms and positions in Å:
V: -0.57838 -0.04772 0.40282
N: 2.25639 2.28252 2.54974
C: 1.56542 1.23895 2.02025
S: -0.16005 1.14984 2.38340
N: 2.18568 0.39205 1.26667
N: 1.32700 -0.56817 0.76171
C: 1.79662 -1.76282 0.66111
C: 0.99440 -2.92551 0.39323
C: 1.64357 -4.14646 0.13353
C: 0.93765 -5.31297 -0.01273
C: -0.45536 -5.28909 0.14023
C: -1.11296 -4.11284 0.41068
C: -0.41054 -2.90663 0.52144
O: -1.08419 -1.78534 0.76106
H: 1.85845 2.73868 3.35314
H: 3.26253 2.22335 2.51816
H: 2.85476 -1.89675 0.87500
H: 2.72416 -4.14864 0.05411
H: 1.45051 -6.24111 -0.22044
H: -1.02097 -6.20779 0.05362
H: -2.18731 -4.07976 0.54118
N: -2.85504 0.25571 -3.14153
C: -3.50979 -1.00552 -3.22387
C: -4.83354 -1.09278 -3.61522
C: -5.44649 -2.33779 -3.65493
C: -4.75300 -3.47540 -3.26839
C: -3.43466 -3.37724 -2.84263
C: -2.80975 -2.14199 -2.84961
S: -1.10638 -1.93203 -2.44195
N: -1.20330 -0.41994 -1.64748
C: -1.94545 0.49832 -2.17487
C: -1.71186 1.87352 -1.67502
C: -2.27101 3.00447 -2.23062
C: -1.86829 4.24609 -1.75628
C: -0.93163 4.30059 -0.74272
C: -0.45842 3.11320 -0.20183
N: -0.84128 1.91799 -0.65122
H: -3.38210 1.03958 -3.49088
H: -5.38239 -0.20050 -3.89269
H: -6.47484 -2.41397 -3.97953
H: -5.23871 -4.44077 -3.29461
H: -2.88281 -4.25356 -2.52778
H: -2.98848 2.94626 -3.03687
H: -2.27691 5.15264 -2.18105
H: -0.57718 5.24456 -0.35555
H: 0.24104 3.11664 0.62099

- spin multiplicity = 3
- net charge = +1
- ΔE to the lowest compared entry with this formula, charge and spin (eV) = 0.594
- E_HOMO (alpha / beta) (eV) = -10.858 / -10.922
- Kohn-Sham gap (alpha / beta) (eV) = 7.06 / 7.00

These are the Löwdin partial charges, in e, on atoms 1 to 4: V 0.805; N 0.083; C -0.829; S 0.680

=====

No. 3
This record from the OMol25 dataset describes a structure of composition C20H17AsNO3PReS4. The level of theory is wB97M-V/def2-TZVPD.

Atoms and positions in Å:
Re: 1.48458 -1.50801 -0.35439
O: 0.17550 -3.98386 -0.51224
N: -0.22067 -2.72505 -0.03203
C: -1.38441 -2.70366 0.51375
C: -2.05066 -1.57166 1.10323
C: -3.28528 -1.84359 1.69114
C: -4.01798 -0.83561 2.30977
C: -3.51498 0.45112 2.34122
C: -2.27864 0.74171 1.75759
C: -1.54376 -0.25409 1.13083
P: -0.00782 0.24662 0.36414
C: 0.57159 1.74216 1.11843
C: 1.04278 1.66380 2.43593
C: 1.40976 2.82279 3.09336
C: 1.30582 4.05209 2.44382
C: 0.82931 4.12752 1.14301
C: 0.45379 2.97269 0.47006
C: -0.12266 0.34092 -1.42306
C: 0.86048 1.03686 -2.16589
C: 0.68041 1.23645 -3.52029
C: -0.48706 0.79012 -4.13835
C: -1.47182 0.11862 -3.41529
C: -1.29099 -0.12168 -2.07067
H: -0.38139 -4.17932 -1.28711
H: -1.90968 -3.65615 0.53096
H: -3.67639 -2.85349 1.66995
H: -4.97267 -1.06352 2.76404
H: -4.07446 1.24405 2.81959
H: -1.90345 1.75565 1.79988
H: 1.10994 0.70941 2.94829
H: 1.77010 2.77732 4.11207
H: 1.59203 4.95649 2.96416
H: 0.73893 5.08598 0.65027
H: 0.05902 3.04351 -0.53532
H: 1.73747 1.44570 -1.67947
H: 1.42918 1.77086 -4.08952
H: -0.63751 0.97800 -5.19413
H: -2.37600 -0.21170 -3.90806
H: -2.06525 -0.62525 -1.50593
S: 6.27520 -2.33576 0.89142
As: 4.26374 -1.72242 1.23833
S: 2.45568 -3.00060 1.01313
S: 3.11780 -0.07115 0.25797
S: 5.62944 -1.65642 2.87557
O: -0.02233 -2.63766 -3.17799
C: 1.10649 -2.31316 -3.24712
O: 1.83127 -1.98897 -2.07955
H: 1.76558 -2.24761 -4.11556

- net charge = +3
- ΔE to the lowest compared entry with this formula, charge and spin (eV) = 0.019
- E_HOMO (eV) = -17.892
- Kohn-Sham gap (eV) = 6.32

These are the Löwdin partial charges, in e, on atoms 1 to 4: Re 0.905; O -0.069; N -0.224; C -0.004

=====

No. 4
This record from the OMol25 dataset describes a structure of composition C20H17BrCoF6N6O6S2. The level of theory is wB97M-V/def2-TZVPD.

Atoms and positions in Å:
Co: 0.19439 0.62127 0.77915
C: -2.29765 -3.06631 3.57650
C: -2.17840 -1.58205 3.38290
C: -2.81710 -0.65719 4.20642
C: -2.65170 0.69078 3.98295
C: -1.83318 1.12506 2.94750
Br: -1.63010 2.97338 2.76142
N: -1.21514 0.25430 2.13927
C: -1.40446 -1.06494 2.36840
H: -3.02439 -3.29932 4.35161
H: -1.34010 -3.49467 3.87541
H: -2.61233 -3.56127 2.65755
H: -3.44173 -0.99565 5.02353
H: -3.13256 1.42803 4.60775
H: -0.90311 -1.73867 1.68556
N: 1.72297 1.00874 -0.35515
C: 1.44665 2.25062 -1.11803
C: -0.02025 2.62221 -0.97452
O: -0.57629 3.37584 -1.72129
O: -0.61047 2.07518 0.08079
H: 2.51688 1.16919 0.28002
H: 1.99913 0.24654 -0.96267
H: 1.71339 2.15266 -2.16752
H: 2.03756 3.06395 -0.69591
F: 1.35467 -0.99380 1.57725
C: 2.02742 -0.79541 2.80682
F: 3.28115 -1.08363 2.58118
F: 1.49921 -1.65173 3.64625
S: 1.75054 0.98831 3.34979
O: 1.19459 1.58933 2.10765
O: 0.85503 0.87561 4.44565
N: 3.12372 1.54705 3.71136
S: 4.24185 1.97915 2.63615
O: 3.92570 1.51004 1.30386
O: 5.53081 1.74802 3.17413
C: 4.00255 3.81098 2.55807
F: 4.35327 4.36787 3.69999
F: 4.75324 4.28134 1.57073
F: 2.72321 4.08591 2.29920
N: -0.69067 -2.64487 -9.15312
C: -0.80069 -2.37161 -8.04380
C: -0.93457 -2.03045 -6.65242
C: -0.47988 -0.79517 -6.19821
C: -0.61132 -0.46530 -4.86031
C: -1.18192 -1.38564 -3.99543
C: -1.64248 -2.61650 -4.43335
C: -1.52134 -2.93831 -5.77346
N: -1.30657 -1.04343 -2.60728
C: -2.46984 -0.96555 -1.87914
C: -2.11585 -0.54937 -0.63951
N: -0.74454 -0.38636 -0.59264
C: -0.29877 -0.68285 -1.80542
H: -0.04193 -0.09392 -6.89439
H: -0.30278 0.50755 -4.49864
H: -2.07858 -3.31803 -3.73453
H: -1.87024 -3.89288 -6.14118
H: -3.42951 -1.18213 -2.31346
H: -2.75482 -0.32565 0.19325
H: 0.71730 -0.67623 -2.15669

- net charge = +1
- ΔE to the lowest compared entry with this formula, charge and spin (eV) = 0.327
- E_HOMO (eV) = -12.615
- Kohn-Sham gap (eV) = 8.15

These are the Löwdin partial charges, in e, on atoms 1 to 4: Co 0.586; C -0.019; C -0.223; C 0.027

=====

No. 5
This record from the OMol25 dataset describes a structure of composition C20H17ClN4O6RhS in a non-equilibrium geometry. The level of theory is wB97M-V/def2-TZVPD.

Atoms and positions in Å:
Rh: -1.57354 -0.66375 1.29939
O: 2.44803 -1.60235 5.42887
C: 3.04497 -1.61389 4.23810
O: 4.23054 -1.70857 4.11797
C: 2.16526 -1.55474 3.02182
C: 2.63080 -1.68174 1.71667
Cl: 4.18919 -2.00706 1.15758
N: 1.57485 -1.55351 0.86464
N: 0.45046 -1.39241 1.56380
C: 0.79077 -1.35211 2.84638
C: -0.36320 -1.05329 3.76558
O: -0.28134 -1.06678 4.96610
O: -1.54174 -0.78680 3.16138
C: 1.49619 -1.52351 -0.57437
C: 0.58877 -2.36144 -1.19943
C: 0.42403 -2.28801 -2.57042
C: 1.18098 -1.38728 -3.30595
C: 2.09165 -0.55658 -2.67100
C: 2.24562 -0.60788 -1.29565
H: 1.47052 -1.54102 5.36168
H: 0.04108 -3.08956 -0.60243
H: -0.27511 -2.94356 -3.06968
H: 1.06725 -1.34127 -4.38010
H: 2.67921 0.14475 -3.24986
H: 2.92293 0.05876 -0.78785
C: -5.05312 -2.37028 2.16324
O: -3.70484 -1.89622 1.87463
C: -3.59135 -0.65618 1.38774
O: -4.51687 0.04816 1.13701
H: -4.91820 -3.31769 2.67254
H: -5.60516 -2.49740 1.23498
H: -5.55320 -1.64486 2.79975
N: -3.36544 1.65666 -1.05174
C: -2.09260 1.87867 -0.85299
S: -1.27295 1.45790 0.64771
N: -1.38223 2.47336 -1.81081
C: 0.01398 2.77422 -1.96782
C: 0.86382 3.10482 -0.92405
C: 2.19461 3.38609 -1.20697
C: 2.66738 3.36186 -2.50919
C: 1.79811 3.06367 -3.54981
C: 0.47373 2.76640 -3.28009
H: -3.95977 1.25106 -0.31053
H: -3.79750 1.90152 -1.93140
H: -1.91374 2.69632 -2.64179
H: 0.51499 3.19278 0.09066
H: 2.85574 3.65470 -0.39416
H: 3.70204 3.59800 -2.71627
H: 2.14661 3.06554 -4.57259
H: -0.20221 2.52450 -4.09126

- net charge = +1
- ΔE to the lowest compared entry with this formula, charge and spin (eV) = 1.843
- E_HOMO (eV) = -12.400
- Kohn-Sham gap (eV) = 7.16

These are the Löwdin partial charges, in e, on atoms 1 to 4: Rh 0.908; O 0.153; C -0.484; O 0.115